A structure of composition C33H50BCl3IrN8OS, computed with ωB97M-V/def2-TZVPD.

Results
- Frontier orbital gap (spin up / spin down): 6.67 / 3.04 eV
- HOMO energy (spin up / spin down): -11.83 / -11.83 eV

Geometry as ORCA input:
```
! RIJCOSX wB97M-V def2-TZVPD def2/J DEFGRID3
* xyz 2 6
Ir 0.325 0.629 -0.003
C -0.490 4.426 -2.989
C -1.126 3.836 -1.725
C -2.425 4.576 -1.402
C -0.159 3.935 -0.583
C 0.311 5.115 0.005
C 1.216 4.705 0.958
N 1.278 3.368 0.934
N 0.437 2.883 -0.010
B 2.152 2.450 1.790
N 3.042 1.569 0.875
C 4.372 1.510 0.929
C 4.809 0.603 -0.012
C 3.654 0.130 -0.633
N 2.570 0.721 -0.084
C 3.715 -0.861 -1.770
C 4.326 -0.173 -3.000
C 2.398 -1.511 -2.159
N 1.283 1.544 2.685
C 1.316 1.507 4.022
C 0.368 0.612 4.453
C -0.237 0.117 3.290
N 0.329 0.695 2.219
C -1.301 -0.958 3.337
C -2.447 -0.530 4.258
C -1.872 -1.403 1.999
H -1.141 4.283 -3.854
H -0.327 5.497 -2.866
H 0.476 3.965 -3.196
H -1.341 2.780 -1.899
H -2.241 5.649 -1.328
H -3.163 4.417 -2.190
H -2.852 4.247 -0.456
H 0.032 6.125 -0.240
H 1.819 5.274 1.646
H 2.865 3.111 2.489
H 4.922 2.113 1.631
H 5.824 0.317 -0.227
H 4.405 -1.643 -1.440
H 3.693 0.660 -3.316
H 5.317 0.222 -2.782
H 4.415 -0.877 -3.829
H 1.760 -0.803 -2.673
H 2.583 -2.353 -2.831
H 1.861 -1.873 -1.278
H 2.012 2.116 4.574
H 0.142 0.337 5.469
H -0.804 -1.820 3.795
H -3.007 0.293 3.805
H -3.132 -1.364 4.414
H -2.095 -0.198 5.232
H -2.360 -0.574 1.497
H -1.099 -1.786 1.333
H -2.606 -2.195 2.166
Cl 1.064 1.966 -5.242
C -0.054 0.696 -4.793
Cl -1.677 1.029 -5.393
Cl 0.516 -0.868 -5.391
C -0.132 0.617 -3.318
N -0.204 0.517 -2.180
C -3.739 2.523 1.906
C -4.372 1.535 0.936
S -3.353 1.359 -0.537
O -2.021 0.856 0.000
C -4.172 -0.077 -1.284
C -4.727 0.268 -2.661
H -4.272 2.494 2.855
H -3.789 3.544 1.530
H -2.693 2.271 2.089
H -5.347 1.877 0.579
H -4.474 0.541 1.376
H -4.954 -0.424 -0.608
H -3.382 -0.827 -1.332
H -5.569 0.956 -2.588
H -5.077 -0.632 -3.165
H -3.962 0.733 -3.284
C -0.310 -6.318 -1.385
N 0.580 -5.311 -0.865
C 1.975 -5.366 -1.233
C 0.031 -4.033 -0.429
C 0.742 -3.548 0.811
C 0.743 -4.332 1.971
C 1.457 -3.922 3.086
C 2.177 -2.730 3.061
C 2.169 -1.924 1.924
C 1.408 -2.350 0.868
H 0.197 -7.279 -1.436
H -0.614 -6.023 -2.398
H -1.199 -6.393 -0.761
H 2.340 -6.389 -1.165
H 2.557 -4.712 -0.589
H 2.062 -5.030 -2.274
H -1.037 -4.160 -0.252
H 0.162 -3.315 -1.248
H 0.193 -5.268 1.990
H 1.469 -4.543 3.971
H 2.760 -2.427 3.921
H 2.731 -0.997 1.902
*
```



A structure of composition C33H51BrCdNP3, computed with ωB97M-V/def2-TZVPD.

Results
- Frontier orbital gap (spin up / spin down): 4.19 / 3.57 eV
- HOMO energy (spin up / spin down): -12.51 / -12.69 eV

Geometry as ORCA input:
```
! RIJCOSX wB97M-V def2-TZVPD def2/J DEFGRID3
* xyz 2 1
N 5.472 -9.140 -1.814
C 5.903 -8.465 -0.749
C 5.465 -7.168 -0.470
C 4.500 -6.579 -1.313
C 4.046 -7.321 -2.422
C 4.588 -8.592 -2.646
C 3.961 -5.245 -1.011
Cd -0.005 0.633 0.555
P -5.705 1.388 2.589
C 2.634 -4.960 -1.014
C 2.092 -3.672 -0.661
C 0.704 -3.441 -0.735
C 0.157 -2.211 -0.355
C 1.013 -1.192 0.066
C 2.382 -1.368 0.123
C 2.925 -2.615 -0.228
Br -1.231 2.684 1.321
H 4.709 -4.493 -0.728
H 1.925 -5.762 -1.263
H 5.815 -6.636 0.421
H 3.281 -6.916 -3.089
H 6.624 -8.951 -0.083
H 4.265 -9.168 -3.518
H 0.057 -4.245 -1.089
H 3.999 -2.762 -0.161
H -0.927 -2.081 -0.405
H 3.084 -0.580 0.424
P -0.630 0.931 -1.967
C -4.502 0.472 3.657
C -5.206 -0.248 4.809
H -3.792 1.224 4.032
H -3.946 -0.233 3.022
H -4.494 -0.419 5.626
H -6.040 0.347 5.201
H -5.597 -1.225 4.500
C -5.834 0.167 1.203
C -7.141 0.286 0.418
H -5.751 -0.825 1.673
H -4.962 0.309 0.549
H -7.332 -0.653 -0.117
H -7.992 0.478 1.082
H -7.094 1.088 -0.328
C -4.575 2.631 1.823
C -4.747 4.021 2.432
H -4.778 2.635 0.740
H -3.538 2.278 1.953
H -4.359 4.775 1.736
H -5.807 4.230 2.624
H -4.194 4.126 3.373
C -0.730 2.703 -2.428
C -0.143 3.091 -3.786
H -0.262 3.263 -1.602
H -1.805 2.939 -2.390
H 0.950 2.993 -3.804
H -0.569 2.490 -4.602
H -0.391 4.140 -3.985
C -2.323 0.258 -2.181
C -2.464 -1.039 -2.978
H -2.907 1.074 -2.638
H -2.708 0.127 -1.150
H -2.521 -0.859 -4.060
H -1.650 -1.751 -2.786
H -3.407 -1.518 -2.685
C 0.496 0.052 -3.112
C 1.975 0.408 -2.898
H 0.168 0.287 -4.137
H 0.323 -1.026 -2.934
H 2.600 -0.483 -3.059
H 2.325 1.173 -3.607
H 2.168 0.778 -1.879
C 4.362 2.091 0.887
P 2.540 1.956 1.102
C 2.435 1.203 2.774
C 2.148 3.728 1.367
C 2.056 4.519 0.202
C 1.834 5.889 0.311
C 1.707 6.489 1.567
C 1.788 5.705 2.721
C 1.992 4.320 2.627
H 4.822 1.094 0.875
H 4.780 2.684 1.716
H 4.575 2.602 -0.063
H 3.151 1.667 3.467
H 1.415 1.284 3.180
H 2.687 0.133 2.658
H 2.154 4.052 -0.786
H 1.759 6.498 -0.592
H 1.551 7.565 1.652
H 1.687 6.164 3.705
H 2.012 3.722 3.540
*
```



A structure of composition C33H51Cl5FILiMgO10S, computed with ωB97M-V/def2-TZVPD.

Results
- Frontier orbital gap: 3.60 eV
- HOMO energy: -9.82 eV

Geometry as ORCA input:
```
! RIJCOSX wB97M-V def2-TZVPD def2/J DEFGRID3
* xyz 1 1
C 5.285 2.622 1.258
C 3.781 3.033 1.758
C 2.730 1.785 1.921
C 3.400 0.381 2.457
C 1.751 1.568 0.576
C 2.836 1.239 -0.653
C 3.194 2.547 -1.574
C 4.742 2.358 -2.131
O 2.250 2.657 -2.735
O 0.880 0.458 0.920
C -0.460 0.493 0.345
S -0.558 1.330 -1.371
C -0.773 -1.116 -0.012
C 0.569 -2.068 0.290
C 0.109 -3.609 -0.164
O -1.197 -3.940 -0.352
O 1.109 -4.695 -0.435
C -1.622 1.133 1.363
Cl -1.031 2.737 2.180
C -2.984 1.627 0.551
C -3.763 0.473 -0.290
C -4.586 -0.635 0.609
C -5.684 0.002 1.646
C -6.974 0.725 0.939
O -6.794 2.172 0.679
C -6.988 2.966 1.915
O -2.078 0.220 2.405
C -1.163 0.059 3.528
C -1.132 -1.585 3.848
C 0.368 -2.160 4.164
O 0.475 -3.511 4.296
C -1.871 0.735 4.847
C -0.844 1.368 5.950
C 0.630 0.659 6.036
I -0.546 3.547 5.786
H 5.404 1.527 0.866
H 6.105 2.847 2.096
H 5.570 3.349 0.359
H 3.911 3.499 2.850
H 3.283 3.913 1.123
H 1.963 2.116 2.774
H 4.222 -0.071 1.759
H 3.942 0.598 3.498
H 2.606 -0.483 2.639
H 1.231 2.620 0.450
H 3.778 0.649 -0.289
H 2.244 0.487 -1.368
H 3.135 3.578 -1.025
H 5.252 3.368 -2.460
H 4.653 1.702 -3.117
H 5.442 1.763 -1.402
H 2.759 3.273 -3.371
H -1.396 0.602 -2.227
H -1.733 -1.523 0.515
H -0.965 -1.260 -1.182
H 1.457 -1.789 -0.435
H 0.863 -2.101 1.421
H 1.182 -5.180 0.449
H -3.732 1.980 1.413
H -2.799 2.616 -0.091
H -4.602 1.038 -0.926
H -3.119 -0.100 -1.094
H -5.182 -1.330 -0.151
H -3.834 -1.347 1.170
H -5.213 0.752 2.438
H -6.117 -0.903 2.285
H -7.317 0.118 -0.006
H -7.869 0.650 1.725
H -8.056 2.855 2.392
H -6.189 2.732 2.749
H -6.840 4.107 1.634
H -0.051 0.356 3.349
H -1.937 -1.898 4.653
H -1.483 -2.109 2.835
H 1.321 -1.493 4.290
H -2.652 0.023 5.393
H -2.529 1.643 4.437
H -1.354 1.202 7.017
H 1.255 1.197 6.879
H 0.548 -0.480 6.386
H 1.267 0.718 5.049
Li -5.256 4.430 0.456
C 3.744 -3.264 -2.496
Cl 4.240 -3.199 -0.786
Cl 2.413 -2.112 -2.772
Cl 5.127 -2.832 -3.532
Cl 3.196 -4.912 -2.893
C -2.846 -1.966 -3.295
O -2.619 -2.847 -4.110
O -2.009 -1.172 -2.851
O -3.950 -1.731 -2.790
Mg -4.056 1.384 -2.741
F 2.381 -1.905 -10.095
C 2.462 -2.331 -8.828
C 1.568 -3.293 -8.371
C 1.655 -3.741 -7.052
C 2.630 -3.213 -6.202
C 3.519 -2.244 -6.669
C 3.439 -1.805 -7.990
H 0.812 -3.685 -9.043
H 0.966 -4.498 -6.688
H 2.695 -3.559 -5.173
H 4.275 -1.832 -6.004
H 4.128 -1.059 -8.372
*
```



| no. | maximum force (eV/Å) | total energy (hartree) |
| --- | --- | --- |
| 1 | 1.98 | -3707.9982 |
| 2 | 4.32 | -5107.9805 |
| 3 | 9.06 | -5343.8186 |